{"formula": "C39H33BaN3P2Se", "method": "wB97M-V/def2-TZVPD", "elements": ["Ba", "C", "C", "P", "C", "C", "C", "C", "C", "C", "C", "C", "C", "C", "C", "C", "P", "C", "C", "C", "C", "C", "C", "C", "C", "C", "C", "C", "C", "H", "H", "H", "H", "H", "H", "H", "H", "H", "H", "H", "H", "H", "H", "H", "H", "H", "H", "H", "H", "H", "H", "H", "H", "N", "C", "C", "C", "C", "C", "C", "C", "H", "H", "H", "H", "H", "Se", "N", "C", "C", "C", "C", "C", "C", "N", "H", "H", "H", "H"], "xyz": [[-1.188, 0.507, -0.630], [1.223, -2.401, 1.640], [1.131, -2.820, 0.170], [1.517, -1.424, -0.973], [3.257, -1.036, -0.643], [3.669, 0.293, -0.701], [4.996, 0.629, -0.473], [5.916, -0.363, -0.170], [5.513, -1.692, -0.109], [4.191, -2.030, -0.351], [1.508, -2.235, -2.605], [2.571, -2.093, -3.494], [2.503, -2.667, -4.757], [1.378, -3.382, -5.141], [0.313, -3.523, -4.262], [0.375, -2.947, -3.003], [0.102, -0.990, 2.063], [-0.376, -1.342, 3.786], [-1.056, -2.533, 4.047], [-1.475, -2.830, 5.333], [-1.234, -1.933, 6.367], [-0.573, -0.743, 6.111], [-0.144, -0.444, 4.824], [1.173, 0.487, 2.206], [0.565, 1.736, 2.051], [1.287, 2.915, 2.193], [2.641, 2.858, 2.488], [3.257, 1.624, 2.650], [2.531, 0.450, 2.512], [2.252, -2.152, 1.899], [0.937, -3.235, 2.282], [0.109, -3.137, -0.057], [1.776, -3.675, -0.038], [2.944, 1.068, -0.927], [5.311, 1.663, -0.529], [6.950, -0.104, 0.012], [6.233, -2.468, 0.119], [3.896, -3.072, -0.324], [3.457, -1.545, -3.201], [3.337, -2.560, -5.438], [1.332, -3.835, -6.122], [-0.561, -4.089, -4.558], [-0.459, -3.080, -2.319], [-1.262, -3.237, 3.248], [-1.992, -3.759, 5.532], [-1.561, -2.167, 7.371], [-0.381, -0.046, 6.916], [0.386, 0.481, 4.638], [-0.511, 1.827, 1.896], [0.790, 3.871, 2.091], [3.207, 3.772, 2.610], [4.310, 1.573, 2.896], [3.041, -0.492, 2.663], [-3.950, -0.028, -0.951], [-5.077, -0.230, -1.072], [-6.473, -0.481, -1.216], [-6.901, -1.595, -1.942], [-8.255, -1.833, -2.077], [-9.174, -0.969, -1.493], [-8.746, 0.138, -0.769], [-7.395, 0.389, -0.626], [-6.175, -2.259, -2.392], [-8.596, -2.692, -2.638], [-10.233, -1.160, -1.602], [-9.467, 0.804, -0.317], [-7.048, 1.245, -0.064], [-2.385, 3.679, -1.902], [-0.795, 3.121, -1.202], [0.091, 4.057, -1.505], [1.475, 4.024, -1.149], [2.260, 5.057, -1.532], [1.752, 6.177, -2.281], [0.454, 6.256, -2.641], [-0.423, 5.188, -2.263], [-1.702, 5.143, -2.561], [1.858, 3.194, -0.570], [3.310, 5.052, -1.268], [2.436, 6.968, -2.554], [0.048, 7.086, -3.201]], "charge": 2, "spin_multiplicity": 1, "max_force_ha_per_bohr": 0.0100, "energy_ha": -4779.43551, "homo_ev": -13.187}